Formula: C62H51N7S5SbSn
Source: the OMol25 dataset
Level of theory: ωB97M-V/def2-TZVPD

Geometry (Å):
Sn 0.3590 1.7380 0.1991
N 0.7676 -0.3804 -0.0708
S 1.4003 -1.6592 0.2599
N 0.3893 -2.9212 -0.0957
S -1.1117 -2.9539 0.3106
N -1.9360 -1.6721 0.5300
S -2.2421 -0.3791 -0.4755
N -1.6979 0.9232 -0.0723
C -4.0182 -0.2528 -0.3053
C -4.7121 -0.9502 0.6704
C -6.0555 -0.6640 0.8818
C -6.6869 0.3054 0.1175
C -5.9808 0.9941 -0.8637
C -4.6407 0.7234 -1.0729
C -2.1170 -1.0345 -2.1659
C -0.9524 -0.9491 -2.9258
C -0.9368 -1.4795 -4.2075
C -2.0702 -2.0845 -4.7335
C -3.2303 -2.1661 -3.9757
C -3.2607 -1.6416 -2.6929
C -1.3351 -3.8210 1.8433
C -2.2401 -3.3723 2.7909
C -2.2883 -4.0161 4.0166
C -1.4329 -5.0764 4.2802
C -0.5388 -5.5229 3.3124
C -0.4877 -4.8981 2.0791
C -1.8001 -4.0668 -0.8824
C -0.9913 -4.6499 -1.8478
C -1.5768 -5.5150 -2.7605
C -2.9373 -5.7841 -2.6927
C -3.7286 -5.1908 -1.7145
C -3.1617 -4.3250 -0.7983
C 1.9704 -1.8698 1.9421
C 3.2335 -2.3505 2.2752
C 3.5753 -2.4548 3.6150
C 2.6750 -2.0700 4.6001
C 1.4280 -1.5701 4.2528
C 1.0700 -1.4667 2.9186
C 2.7332 -2.2474 -0.7604
C 3.2094 -1.4110 -1.7528
C 4.2418 -1.8554 -2.5670
C 4.7663 -3.1284 -2.3922
C 4.2513 -3.9777 -1.4160
C 3.2255 -3.5430 -0.5948
H -4.2012 -1.6941 1.2657
H -6.6029 -1.1871 1.6553
H -7.7326 0.5315 0.2875
H -6.4717 1.7557 -1.4555
H -4.0803 1.2693 -1.8254
H -0.0771 -0.4745 -2.5115
H -0.0308 -1.4023 -4.7986
H -2.0527 -2.4862 -5.7407
H -4.1188 -2.6340 -4.3821
H -4.1730 -1.7007 -2.1161
H -2.8679 -2.5142 2.5797
H -2.9851 -3.6748 4.7715
H -1.4608 -5.5601 5.2488
H 0.1228 -6.3538 3.5203
H 0.2073 -5.2177 1.3103
H 0.0637 -4.4110 -1.8815
H -0.9658 -5.9732 -3.5281
H -3.3870 -6.4614 -3.4080
H -4.7898 -5.3999 -1.6692
H -3.7681 -3.8467 -0.0334
H 3.9538 -2.6119 1.5156
H 4.5560 -2.8272 3.8861
H 2.9579 -2.1452 5.6439
H 0.7351 -1.2417 5.0196
H 0.1085 -1.0571 2.6271
H 2.7589 -0.4330 -1.8855
H 4.6318 -1.2065 -3.3419
H 5.5701 -3.4712 -3.0340
H 4.6460 -4.9785 -1.2967
H 2.7967 -4.2019 0.1507
C -0.6171 2.3885 -4.0807
C 0.6111 2.4004 -4.7252
C 1.7788 2.2636 -3.9942
C 1.7465 2.1267 -2.6003
C 0.5038 2.0903 -1.9567
C -0.6652 2.2205 -2.7014
C 3.0169 1.9503 -1.8369
C 4.2709 2.2811 -2.4160
C 5.4187 1.9704 -1.7523
C 5.3549 1.3470 -0.4861
C 6.5036 0.9591 0.2439
C 6.3747 0.3942 1.4798
C 5.0919 0.2068 2.0446
C 3.9671 0.5636 1.3557
C 4.0731 1.1251 0.0614
N 2.9367 1.4217 -0.6372
H -1.5346 2.5062 -4.6484
H 0.6597 2.5099 -5.8029
H 2.7256 2.2456 -4.5211
H -1.6214 2.1860 -2.1915
H 4.3088 2.7891 -3.3686
H 6.3882 2.2044 -2.1798
H 7.4839 1.1273 -0.1886
H 7.2537 0.0993 2.0412
H 5.0035 -0.2138 3.0392
H 2.9797 0.4377 1.7881
S -0.0391 1.6090 2.6314
C 0.0485 3.3011 3.0768
C -0.7429 3.7240 4.1437
C -0.6248 5.0034 4.6673
C -1.4614 5.3901 5.7724
N -2.1516 5.6608 6.6528
C 0.3047 5.8888 4.1018
C 1.0286 5.4980 2.9886
C 0.9026 4.2145 2.4393
S 1.7909 3.7985 1.0075
C 0.5112 7.1970 4.6680
N 0.6916 8.2377 5.1243
H -1.4517 3.0349 4.5862
H 1.7194 6.1921 2.5258
C -1.7706 6.2009 0.9420
Sb -1.5649 4.4464 -0.2777
C -3.2840 4.8528 -1.5138
C -0.2374 5.4040 -1.6686
H -2.3498 6.9444 0.3895
H -0.7770 6.5987 1.1476
H -2.2710 5.9795 1.8867
H -3.3271 5.9300 -1.6860
H -4.2044 4.5303 -1.0217
H -3.1888 4.3403 -2.4744
H -0.5582 6.4406 -1.8061
H -0.2542 4.8879 -2.6308
H 0.7766 5.3894 -1.2708

Force components x, y, z for each atom (eV/Å):
0.24 0.06 -0.45
0.84 -0.28 0.47
-1.05 0.32 -0.57
-0.09 -0.29 0.45
0.28 0.31 -0.08
-0.13 -0.14 -0.29
-0.21 0.55 0.37
0.16 -0.47 -0.59
-0.02 -0.09 0.35
0.08 -0.02 -0.08
-0.04 0.05 -0.02
-0.03 -0.02 0.01
0.00 0.00 0.00
0.07 0.10 -0.04
-0.19 -0.23 -0.01
-0.09 0.00 0.40
0.06 0.04 -0.02
0.04 0.00 -0.04
0.03 -0.01 0.01
0.16 -0.01 -0.04
0.28 0.16 0.12
-0.06 0.18 -0.09
-0.02 -0.04 0.09
0.01 -0.05 0.01
-0.03 -0.04 0.00
-0.01 0.10 -0.09
0.15 -0.02 -0.19
-0.08 0.15 0.03
-0.06 -0.02 -0.04
0.03 0.01 -0.01
-0.06 -0.06 -0.02
-0.01 0.08 0.13
-0.05 -0.32 -0.04
-0.16 -0.09 0.03
-0.07 -0.05 -0.01
0.06 -0.02 0.05
-0.13 0.07 0.06
-0.10 -0.10 -0.10
0.11 -0.26 0.04
-0.22 0.13 0.04
0.08 -0.13 -0.07
0.02 0.06 -0.07
-0.04 0.03 0.03
-0.04 0.07 -0.13
-0.09 0.07 -0.04
0.01 -0.01 -0.03
0.05 -0.01 0.00
0.00 -0.02 0.00
-0.03 -0.02 0.08
0.12 0.04 0.05
-0.07 -0.01 0.04
0.01 0.02 0.08
0.04 0.03 0.02
0.06 -0.07 -0.06
0.15 -0.11 0.10
0.03 -0.02 -0.02
0.00 0.01 -0.04
-0.03 0.02 0.01
0.00 0.00 0.09
-0.05 -0.03 -0.02
-0.04 0.00 0.03
0.01 0.02 0.02
0.03 -0.01 0.00
0.05 -0.06 -0.08
0.00 0.02 0.02
-0.04 0.03 -0.01
-0.04 0.01 -0.06
0.06 -0.03 -0.07
0.01 -0.07 0.08
0.08 -0.26 0.02
-0.03 -0.03 0.03
-0.05 0.02 0.06
0.00 0.03 -0.02
0.05 0.03 -0.02
-0.08 0.01 0.13
-0.04 -0.01 -0.11
0.11 -0.01 0.12
-0.18 0.00 -0.02
0.05 -0.05 0.50
0.28 0.05 -0.12
0.10 0.01 0.06
0.06 0.00 -0.06
-0.02 0.03 -0.09
-0.02 -0.09 0.05
0.01 0.04 -0.03
-0.04 -0.04 0.09
0.12 0.11 -0.04
-0.15 0.18 -0.04
-0.03 0.14 -0.03
-0.10 0.50 0.17
0.07 -0.03 0.03
0.01 0.00 0.07
-0.07 0.02 0.01
-0.01 -0.01 -0.04
0.03 -0.02 0.03
-0.05 0.00 0.01
-0.05 0.00 0.01
-0.05 0.04 -0.04
0.02 0.06 -0.08
0.12 0.16 -0.02
-0.09 -0.15 -0.22
-0.11 -0.05 0.10
-0.01 -0.03 0.05
-0.05 -0.05 0.03
-0.06 0.00 0.13
0.17 -0.05 -0.22
0.02 0.09 0.05
0.06 -0.08 -0.17
-0.02 0.15 0.09
0.01 -0.41 -0.29
-0.01 0.11 0.02
-0.04 -0.22 -0.13
0.05 0.04 -0.01
-0.04 0.01 0.06
-0.11 -0.05 0.07
0.14 0.54 -0.15
-0.12 -0.16 0.12
-0.01 0.09 -0.06
0.07 -0.07 0.06
-0.04 -0.03 0.01
0.06 0.03 -0.07
0.01 -0.09 -0.01
0.06 0.03 -0.07
0.00 0.03 0.08
0.02 -0.11 0.02
-0.01 0.07 0.10
-0.02 -0.01 -0.01

Frontier orbital gap in eV: 6.797
Multiplicity: 1
Net charge: +1
E_HOMO in eV: -9.43

***

Formula: CH2N2O3Si
Source: the OMol25 dataset
Level of theory: ωB97M-V/def2-TZVPD

Geometry (Å):
C -1.6879 1.4950 0.0214
N -2.6587 2.0321 0.2811
N -0.1754 -1.2934 -0.0942
O -0.9726 -1.7498 -0.8889
O 0.1488 -1.8367 0.9567
O 1.8568 0.4716 0.5546
Si 0.6036 0.3177 -0.4056
H 2.0157 -0.0225 1.3638
H 0.8697 0.5861 -1.7890

Force components x, y, z for each atom (eV/Å):
4.71 -2.13 -0.73
-1.54 0.80 0.34
-0.54 -1.13 0.27
0.32 0.34 -0.03
0.11 0.27 -0.15
0.11 0.45 -0.18
-2.96 1.27 0.66
-0.27 -0.08 0.13
0.06 0.20 -0.32

Frontier orbital gap in eV: 9.855
Multiplicity: 1
E_HOMO in eV: -11.52

***

Formula: C3H9N4
Source: the OMol25 dataset
Level of theory: ωB97M-V/def2-TZVPD

Geometry (Å):
N 1.1122 1.1105 -0.8694
C 1.3037 -0.2853 -0.8863
C 0.5039 -1.1036 -0.2934
C -0.5353 -0.6058 0.5778
N -0.2396 -1.0507 1.8902
N -0.7253 0.9409 0.5508
N -1.5438 1.3562 -0.2271
H 1.0744 1.3563 -1.8087
H 1.8843 1.5090 -0.3925
H 1.9461 -0.5635 -1.6787
H 0.6761 -2.1621 -0.4156
H -1.4897 -0.9983 0.2323
H 0.4952 -1.7127 2.0210
H -0.8242 -0.8780 2.5996
H -1.7586 2.3549 -0.2274
H -1.8794 0.7323 -1.0726

Force components x, y, z for each atom (eV/Å):
-0.42 -0.82 2.18
0.31 0.84 -1.86
0.57 -0.94 -0.39
-0.93 -0.33 1.93
1.91 0.26 -3.21
1.78 -1.25 1.42
-2.15 -0.97 -3.04
0.18 1.39 -1.89
0.78 1.02 0.20
1.10 -1.04 -0.26
-0.43 -0.18 0.18
-0.61 0.18 -0.14
0.24 0.04 0.06
-2.57 0.51 3.01
-0.07 -0.13 -0.04
0.30 1.43 1.84

Frontier orbital gap in eV: 8.715
Multiplicity: 1
Net charge: +1
E_HOMO in eV: -13.79

***

Formula: C21H28ClCrN9O3S
Source: the OMol25 dataset
Level of theory: ωB97M-V/def2-TZVPD

Geometry (Å):
Cr 0.0510 -0.8227 -0.3403
C -1.6906 3.0084 0.4889
C -0.9284 1.8361 -0.0432
N -0.8066 0.6949 0.6346
N -1.4877 0.5516 1.8366
C -1.3374 -0.6138 2.3647
N -1.9422 -0.8364 3.5868
S -0.3915 -1.9519 1.7167
C -0.3218 1.8518 -1.3191
C -0.2911 2.9744 -2.1883
C 0.3294 2.8874 -3.3963
C 0.9438 1.6697 -3.7961
C 0.8727 0.6092 -2.9345
N 0.2744 0.6681 -1.7341
H -1.9154 2.8578 1.5403
H -2.6349 3.1319 -0.0486
H -1.1225 3.9338 0.3739
H -2.6734 -0.1832 3.8172
H -2.1416 -1.7974 3.8053
H -0.7744 3.8928 -1.8830
H 0.3427 3.7455 -4.0567
H 1.4219 1.5602 -4.7582
H 1.2951 -0.3534 -3.2038
C 4.0596 1.5249 0.4509
N 4.2227 0.1129 0.1323
C 5.4826 -0.4591 0.5905
C 3.0840 -0.6349 0.0049
N 1.9113 -0.2339 0.3098
N 3.2776 -1.9173 -0.5160
C 2.3107 -2.7604 -1.0335
N 2.8335 -3.9621 -1.4256
N 1.0895 -2.4085 -1.1941
H 4.9865 2.0394 0.2067
H 3.8393 1.6904 1.5115
H 3.2690 1.9574 -0.1595
H 6.3022 0.1494 0.2139
H 5.6469 -1.4690 0.2272
H 5.5343 -0.4854 1.6827
H 1.8886 0.6796 0.7422
H 4.2146 -2.1395 -0.7990
H 3.5979 -4.3290 -0.8819
H 2.1709 -4.6614 -1.7199
H 0.5054 -3.1546 -1.5548
C -6.3403 -4.9990 -0.8832
C -5.9747 -3.7681 -0.1015
C -6.9183 -3.0658 0.6286
C -6.5614 -1.9296 1.3418
Cl -7.7838 -1.0652 2.2463
C -5.2616 -1.4775 1.3413
C -4.2960 -2.1689 0.6154
C -4.6562 -3.3027 -0.1021
O -3.7733 -4.0532 -0.8344
C -2.4321 -3.5881 -0.8742
C -2.2514 -2.3352 -1.7469
O -2.7552 -2.2929 -2.8460
O -1.6046 -1.3588 -1.1760
H -7.4198 -5.1477 -0.8799
H -5.8680 -5.8895 -0.4619
H -5.9981 -4.9200 -1.9157
H -7.9481 -3.4019 0.6374
H -4.9911 -0.5847 1.8898
H -3.2802 -1.8032 0.6219
H -1.8711 -4.4046 -1.3331
H -2.0574 -3.4112 0.1355

Force components x, y, z for each atom (eV/Å):
-0.61 -0.18 0.02
-0.02 0.05 0.00
0.02 0.06 -0.15
-0.09 -0.04 0.34
0.25 -0.06 -0.51
-0.10 -0.05 0.20
0.13 -0.09 0.02
0.01 0.16 0.10
0.09 -0.09 0.01
-0.05 -0.01 0.07
0.07 -0.02 -0.14
-0.05 0.14 -0.02
-0.17 0.00 0.26
0.12 0.07 -0.14
0.00 0.00 0.00
0.01 -0.01 0.02
-0.01 -0.03 -0.01
-0.02 0.02 -0.01
-0.03 -0.01 -0.03
0.01 -0.02 -0.01
0.01 -0.02 0.00
0.00 0.02 0.01
-0.01 -0.01 0.03
0.01 -0.07 0.05
0.14 0.05 -0.11
-0.02 0.03 0.01
-0.02 -0.22 0.17
0.13 0.12 -0.18
-0.09 0.12 0.06
0.05 0.14 0.01
0.00 -0.12 -0.03
0.07 -0.03 0.07
0.02 -0.02 0.02
-0.02 0.01 0.00
-0.02 0.00 -0.01
0.00 0.03 0.01
-0.04 -0.04 -0.01
0.01 0.01 0.02
-0.04 0.02 0.07
0.02 0.03 -0.09
-0.01 0.00 0.00
0.01 0.02 -0.02
-0.01 0.02 -0.01
0.00 0.02 0.01
-0.10 -0.02 -0.03
-0.07 0.01 0.00
-0.11 -0.03 0.02
0.06 -0.05 -0.05
0.11 0.03 -0.02
-0.16 -0.03 0.03
0.31 -0.10 -0.09
-0.03 0.21 0.09
-0.03 -0.22 0.10
-0.24 0.41 0.46
0.06 -0.05 -0.19
0.23 -0.16 -0.33
0.02 0.00 0.01
0.01 0.04 0.00
0.00 0.02 0.01
0.02 0.01 0.01
0.01 -0.01 -0.01
0.04 0.05 -0.05
0.02 -0.04 0.00
0.04 -0.03 -0.04

Frontier orbital gap (spin up / spin down) in eV: 4.670 / 6.923
Multiplicity: 5
⟨S²⟩: 6.0412
E_HOMO (spin up / spin down) in eV: -5.07 / -7.33

***

no.,F_max (eV Å⁻¹)
1,1.23
2,5.22
3,3.99
4,0.66